Record 1
{"formula": "CHN2OS", "method": "ωB97M-V/def2-TZVPD", "species": ["C", "N", "N", "O", "S", "H"], "positions_angstrom": [[1.16618, 0.33613, -0.15298], [1.91915, 1.15554, -0.44687], [0.10991, -0.47454, -0.19011], [-0.02833, -1.69175, 0.18846], [-1.12243, 0.76470, 0.54176], [-2.04448, -0.09009, 0.05973]], "atomic_forces_ev_per_a": [[0.13, -1.09, -0.07], [1.61, 1.10, -0.09], [-1.46, 1.20, -0.72], [0.65, -0.90, 0.73], [-0.66, -0.65, -0.02], [-0.27, 0.35, 0.18]], "e_lumo_ev": [3.71, 3.72], "relative_energy_kj_mol": 217.6, "charge": -1, "energy_ha": -621.5665, "e_homo_ev": [-2.7, -2.7]}

***

Record 2
{"formula": "CN4S", "method": "ωB97M-V/def2-TZVPD", "species": ["N", "N", "C", "S", "N", "N"], "positions_angstrom": [[1.23288, 1.57145, -0.06902], [0.09897, 1.17989, 0.05375], [-0.48415, -0.00569, 0.07097], [-2.20116, 0.01600, -0.04042], [0.10666, -1.19109, 0.05358], [1.24680, -1.57055, -0.06886]], "atomic_forces_ev_per_a": [[-0.43, -0.60, 0.29], [2.89, 1.25, -0.50], [-2.72, 0.03, 0.34], [-1.96, -0.09, 0.09], [2.71, -1.25, -0.51], [-0.49, 0.66, 0.29]], "e_lumo_ev": [6.52, 6.52], "relative_energy_kj_mol": 404.2, "charge": -2, "energy_ha": -655.1126, "e_homo_ev": [2.5, 2.5]}

***

Record 3
{"formula": "C4H7CuO4", "method": "ωB97M-V/def2-TZVPD", "species": ["O", "C", "O", "Cu", "O", "C", "H", "H", "H", "C", "C", "O", "H", "H", "H", "H"], "positions_angstrom": [[-0.64804, 1.56490, 1.40784], [0.15122, 1.83622, 0.43572], [1.07787, 0.84553, 0.37338], [1.71204, 1.58970, 2.12136], [0.55263, 2.91582, 0.01368], [-1.54399, -0.44742, 0.59385], [-2.14190, 0.12527, -0.12852], [-1.97292, -1.45785, 0.66820], [-1.81355, -0.31314, 1.65008], [0.69670, -0.30874, -1.08748], [-0.21071, -1.32344, -0.60338], [1.94863, -0.66003, -1.52256], [0.27565, 0.38059, -1.82741], [0.28349, -2.00420, 0.10341], [-0.83156, -1.72773, -1.40859], [2.46446, -1.01550, -0.78959]], "atomic_forces_ev_per_a": [[0.54, 1.70, -0.58], [1.29, 2.12, 2.83], [0.92, -3.04, -2.84], [-0.57, -0.50, 0.06], [-1.69, 0.04, -1.09], [-1.36, -4.63, -2.53], [0.28, -0.08, 0.61], [-0.78, -0.22, -1.18], [2.05, 1.22, -0.17], [1.79, 0.99, -0.40], [-1.33, 1.88, 4.15], [-1.09, 0.86, 0.75], [0.16, 0.22, 0.54], [-0.31, -0.18, -0.67], [0.12, -0.01, 0.47], [-0.02, -0.37, 0.05]], "s_squared": 2.01, "e_lumo_ev": [-0.36, -3.04], "relative_energy_kj_mol": 523.4, "multiplicity": 3, "energy_ha": -2097.7250, "e_homo_ev": [-7.2, -9.0]}

***

Record 4
{"formula": "CH4CsO", "method": "ωB97M-V/def2-TZVPD", "species": ["Cs", "C", "O", "H", "H", "H", "H"], "positions_angstrom": [[-1.27188, -3.46035, -0.12821], [0.27639, 0.93405, -0.04302], [-0.16359, -0.40475, -0.33511], [1.35117, 1.04189, -0.18605], [-0.24626, 1.58929, -0.73331], [0.00337, 1.21221, 0.97440], [0.05080, -0.91235, 0.45131]], "atomic_forces_ev_per_a": [[-0.07, 0.06, -0.18], [-0.18, 0.22, -0.17], [-0.06, -0.43, 0.28], [-0.01, -0.08, 0.00], [0.04, 0.02, -0.02], [0.03, 0.04, -0.01], [0.25, 0.16, 0.10]], "e_lumo_ev": -3.99, "relative_energy_kj_mol": 38.5, "charge": 1, "energy_ha": -135.6542, "e_homo_ev": -14.4}

***

Record 5
{"formula": "C15H14N2O3SZn", "method": "ωB97M-V/def2-TZVPD", "species": ["C", "C", "C", "C", "C", "Zn", "C", "C", "C", "N", "H", "H", "H", "H", "H", "H", "H", "H", "H", "H", "O", "C", "N", "S", "O", "O", "C", "C", "C", "C", "C", "C", "H", "H", "H", "H"], "positions_angstrom": [[-2.14581, 0.69622, -0.67813], [-1.59664, -0.05750, -1.75639], [-0.46547, 0.65073, -2.25335], [-0.30399, 1.82891, -1.47176], [-1.34456, 1.85757, -0.49548], [0.00000, 0.00000, 0.00000], [-0.61563, -1.97401, 0.43990], [-1.10472, -1.28499, 1.67933], [-2.19712, -1.63298, 2.41831], [-0.32649, -0.11919, 1.88627], [0.19024, 0.32266, -3.06195], [-1.97748, -1.00743, -2.13138], [0.49238, 2.56736, -1.58025], [-1.48935, 2.62357, 0.26890], [-2.98685, 0.39111, -0.05172], [-1.34836, -2.62505, -0.05349], [-0.57775, 0.42685, 2.71337], [0.35408, -2.47923, 0.60190], [-2.73172, -2.56476, 2.21339], [-2.52098, -1.02866, 3.27456], [2.37164, 0.44137, -2.12701], [2.77604, 0.17941, -1.01058], [1.94011, -0.07618, 0.03218], [2.90098, -0.37254, 1.47279], [2.34186, 0.67802, 2.44223], [2.42263, -1.77066, 1.88910], [4.44319, -0.12764, 0.64628], [5.73308, -0.18335, 1.17112], [6.81384, 0.07630, 0.31415], [6.58798, 0.38586, -1.04102], [5.27910, 0.43157, -1.54815], [4.21362, 0.16618, -0.68298], [5.89591, -0.41540, 2.21601], [7.82534, 0.04498, 0.69699], [7.42559, 0.59298, -1.69430], [5.10319, 0.67340, -2.58876]], "atomic_forces_ev_per_a": [[-0.51, 0.29, -0.64], [-0.53, 1.12, -0.56], [-0.62, -0.15, -0.38], [-0.21, 0.19, 0.05], [-0.31, 0.11, -0.54], [-0.31, -0.68, -0.28], [0.22, -0.25, 0.39], [1.00, 1.16, 0.39], [-0.57, -0.35, 0.36], [-1.33, -1.45, 1.24], [-0.27, 0.14, 0.46], [0.26, 0.27, 0.27], [-0.22, -0.29, 0.04], [0.12, -0.34, -0.20], [0.43, 0.05, -0.14], [0.07, 0.03, 0.16], [-0.06, -0.35, -0.26], [-0.44, 0.06, 0.07], [0.15, 0.21, 0.12], [-0.01, -0.09, -0.29], [0.73, 0.21, -1.45], [-2.23, -0.05, 0.81], [5.26, 0.08, 0.54], [-9.62, -0.61, 1.51], [3.90, -2.18, -2.07], [3.58, 3.21, -0.87], [1.59, -0.09, 0.51], [0.09, 0.10, -0.39], [-0.66, 0.05, -0.30], [-0.72, -0.17, 0.55], [0.44, -0.14, 0.64], [0.93, -0.01, 0.15], [0.00, 0.00, -0.01], [0.02, -0.01, 0.03], [0.04, 0.00, 0.00], [-0.22, -0.04, 0.08]], "e_lumo_ev": 4.42, "charge": -2, "energy_ha": -3092.5882, "e_homo_ev": 1.0}

***

Record 6
{"formula": "C38H52Cl2N6PPt", "method": "ωB97M-V/def2-TZVPD", "species": ["Pt", "C", "C", "C", "C", "C", "C", "C", "C", "C", "C", "C", "C", "N", "C", "C", "N", "C", "C", "C", "C", "C", "C", "C", "C", "C", "C", "C", "C", "H", "H", "H", "H", "H", "H", "H", "H", "H", "H", "H", "H", "H", "H", "H", "H", "H", "H", "H", "H", "H", "H", "H", "H", "H", "H", "H", "H", "H", "H", "H", "H", "H", "H", "H", "H", "C", "N", "C", "N", "C", "N", "C", "P", "C", "C", "H", "H", "H", "H", "H", "H", "H", "H", "H", "H", "H", "H", "H", "Cl", "C", "C", "C", "C", "C", "Cl", "C", "N", "H", "H", "H"], "positions_angstrom": [[-1.12277, 0.03732, 1.61171], [-3.83247, -2.81378, 1.85687], [-3.81389, -1.63665, 0.87667], [-4.95802, -0.67150, 1.18183], [-3.79848, -2.11227, -0.56144], [-4.85601, -2.93383, -0.94974], [-4.88817, -3.56548, -2.17689], [-3.80604, -3.38695, -3.02772], [-2.74236, -2.56576, -2.69634], [-1.61509, -2.40402, -3.69504], [-2.11187, -1.68559, -4.95115], [-0.97235, -3.74420, -4.05351], [-2.73096, -1.85201, -1.46428], [-1.65911, -1.00171, -1.23351], [-1.90688, 0.17742, -0.68874], [-1.09080, 1.26783, -0.25370], [0.26767, 1.56104, -0.57507], [0.90179, 2.74794, -0.17111], [0.43917, 3.61382, 0.87780], [1.09557, 4.81944, 1.12446], [2.25858, 5.18934, 0.48807], [2.74989, 4.32745, -0.47481], [2.09604, 3.16375, -0.84910], [2.71508, 2.43731, -2.03152], [3.90050, 1.56667, -1.61488], [3.11743, 3.37608, -3.17475], [-0.70623, 3.35363, 1.85523], [-1.93967, 4.20545, 1.55749], [-0.28569, 3.54847, 3.31828], [-3.73021, -2.44838, 2.88240], [-3.00212, -3.49105, 1.64875], [-4.76121, -3.38658, 1.78904], [-2.87158, -1.11386, 1.06950], [-5.92645, -1.15772, 1.03168], [-4.92321, 0.20264, 0.52971], [-4.90824, -0.32740, 2.21843], [-5.67047, -3.09566, -0.24967], [-5.72294, -4.19615, -2.45848], [-3.79629, -3.89286, -3.98800], [-0.85715, -1.78295, -3.22326], [-2.93577, -2.23604, -5.41643], [-1.30754, -1.58871, -5.68260], [-2.46950, -0.68401, -4.70206], [-1.68159, -4.41741, -4.54482], [-0.59738, -4.24421, -3.15791], [-0.13052, -3.58378, -4.73143], [-2.95939, 0.47397, -0.56825], [-1.68333, 2.16906, -0.16870], [0.68890, 5.47116, 1.88945], [2.76645, 6.11493, 0.73041], [3.66178, 4.59183, -0.99642], [1.96204, 1.80062, -2.46403], [4.69463, 2.18664, -1.18472], [4.31014, 1.03527, -2.47862], [3.58470, 0.83152, -0.87468], [3.99628, 3.98496, -2.94714], [2.29519, 4.04472, -3.43660], [3.35937, 2.77452, -4.05455], [-0.97068, 2.30284, 1.81292], [-1.70768, 5.27064, 1.65525], [-2.75051, 3.96957, 2.25205], [-2.30565, 4.04531, 0.54240], [-0.10194, 4.59236, 3.58388], [0.62734, 2.98599, 3.53263], [-1.07760, 3.17135, 3.97226], [2.37607, -2.43813, 4.65892], [2.07589, -0.98986, 5.08224], [3.14790, -0.08787, 4.43879], [3.21775, -0.27393, 3.04438], [3.49146, -1.67137, 2.72605], [2.45439, -2.57074, 3.25799], [1.14595, -2.36753, 2.59327], [0.46159, -0.65917, 2.78091], [0.69353, -0.58308, 4.65453], [2.01450, 0.23454, 2.34090], [1.57725, -3.05124, 5.07762], [3.33128, -2.68209, 5.12997], [2.16568, -0.92347, 6.09602], [4.08599, -0.37216, 4.92241], [2.87933, 0.93752, 4.69369], [4.44980, -1.95578, 3.17070], [3.54224, -1.77996, 1.64732], [0.43906, -3.11186, 2.96710], [1.25818, -2.53071, 1.51980], [-0.01977, -1.23333, 5.16427], [0.52626, 0.44428, 4.98302], [1.92440, 1.30691, 2.52819], [2.11159, 0.11015, 1.25164], [2.65007, -2.01559, -0.71730], [1.92776, -1.29238, -2.14630], [2.23317, -1.89310, -3.34225], [1.72606, -1.38287, -4.53072], [0.87578, -0.29187, -4.43872], [0.55089, 0.28979, -3.22908], [-0.59197, 1.62084, -3.36663], [1.12011, -0.12078, -1.97150], [1.09841, 0.41776, -0.75603], [2.87655, -2.76387, -3.33505], [1.95849, -1.83574, -5.48473], [0.42164, 0.12436, -5.32895]], "atomic_forces_ev_per_a": [[0.06, 0.03, -0.09], [0.02, 0.00, -0.01], [0.01, 0.00, 0.11], [-0.01, 0.00, -0.01], [-0.04, -0.03, -0.01], [0.00, 0.01, 0.00], [0.00, 0.00, 0.00], [-0.01, -0.01, 0.00], [-0.02, 0.01, 0.02], [-0.02, -0.04, 0.02], [-0.01, 0.02, 0.05], [0.00, -0.01, -0.01], [0.01, -0.02, -0.10], [0.07, 0.07, 0.05], [-0.15, 0.08, -0.15], [-0.15, -0.11, 0.15], [0.09, 0.09, -0.19], [-0.02, -0.01, 0.14], [0.00, -0.07, -0.04], [0.02, 0.00, -0.01], [0.00, -0.01, -0.01], [0.01, 0.02, 0.00], [0.02, 0.01, 0.02], [-0.03, 0.03, -0.08], [-0.01, 0.02, 0.00], [0.00, 0.02, 0.00], [0.09, 0.04, 0.12], [0.01, 0.00, -0.02], [0.00, -0.01, -0.01], [-0.01, -0.01, 0.01], [0.00, -0.01, 0.00], [0.00, 0.01, -0.01], [-0.08, -0.06, 0.02], [0.00, 0.00, 0.00], [0.01, 0.00, 0.00], [0.00, 0.00, 0.00], [0.01, -0.01, -0.01], [0.00, 0.00, 0.00], [0.00, 0.00, 0.00], [-0.03, -0.03, 0.01], [0.02, 0.01, -0.01], [0.02, 0.00, -0.03], [0.01, -0.01, -0.01], [-0.01, 0.00, 0.00], [0.00, 0.00, -0.01], [-0.01, -0.01, 0.02], [-0.02, -0.02, -0.02], [0.03, 0.03, -0.02], [0.01, 0.00, -0.01], [0.00, 0.00, 0.00], [0.00, -0.01, -0.01], [0.01, 0.01, 0.01], [0.00, 0.00, 0.00], [0.00, -0.01, 0.00], [0.02, 0.01, -0.01], [0.00, 0.00, 0.01], [0.01, 0.00, 0.00], [0.00, 0.01, -0.01], [-0.13, 0.01, -0.14], [0.00, 0.00, 0.01], [0.00, 0.00, 0.00], [0.01, 0.00, 0.00], [-0.01, -0.01, 0.00], [0.01, 0.00, 0.00], [0.00, 0.00, 0.00], [-0.02, 0.06, 0.09], [0.06, -0.03, 0.01], [0.01, -0.02, 0.02], [0.03, -0.05, -0.05], [-0.20, 0.00, 0.13], [0.17, 0.07, -0.13], [0.09, -0.02, -0.03], [-0.18, -0.04, 0.31], [0.03, 0.08, -0.14], [0.17, -0.10, 0.01], [0.00, 0.00, -0.01], [0.00, -0.02, 0.00], [0.01, 0.00, 0.00], [0.01, 0.01, 0.01], [0.00, 0.00, -0.01], [0.01, 0.00, -0.01], [-0.01, 0.00, 0.00], [-0.03, 0.04, 0.01], [0.02, -0.04, 0.02], [0.00, -0.02, -0.07], [0.02, 0.00, 0.01], [-0.10, 0.00, -0.02], [0.04, 0.05, 0.03], [0.01, -0.01, 0.04], [0.03, 0.00, -0.06], [0.00, 0.00, 0.02], [-0.02, 0.02, -0.02], [0.04, -0.01, -0.02], [0.04, 0.09, 0.01], [0.05, 0.01, 0.03], [-0.11, -0.04, 0.01], [0.04, -0.07, 0.10], [0.00, 0.00, 0.00], [0.00, 0.00, 0.00], [0.01, 0.01, 0.00]], "e_lumo_ev": 1.14, "relative_energy_kj_mol": 0.0, "charge": -1, "energy_ha": -3188.6922, "e_homo_ev": -2.4}

***

Copy entry 3 word for word.
{"formula": "C4H7CuO4", "method": "ωB97M-V/def2-TZVPD", "species": ["O", "C", "O", "Cu", "O", "C", "H", "H", "H", "C", "C", "O", "H", "H", "H", "H"], "positions_angstrom": [[-0.64804, 1.56490, 1.40784], [0.15122, 1.83622, 0.43572], [1.07787, 0.84553, 0.37338], [1.71204, 1.58970, 2.12136], [0.55263, 2.91582, 0.01368], [-1.54399, -0.44742, 0.59385], [-2.14190, 0.12527, -0.12852], [-1.97292, -1.45785, 0.66820], [-1.81355, -0.31314, 1.65008], [0.69670, -0.30874, -1.08748], [-0.21071, -1.32344, -0.60338], [1.94863, -0.66003, -1.52256], [0.27565, 0.38059, -1.82741], [0.28349, -2.00420, 0.10341], [-0.83156, -1.72773, -1.40859], [2.46446, -1.01550, -0.78959]], "atomic_forces_ev_per_a": [[0.54, 1.70, -0.58], [1.29, 2.12, 2.83], [0.92, -3.04, -2.84], [-0.57, -0.50, 0.06], [-1.69, 0.04, -1.09], [-1.36, -4.63, -2.53], [0.28, -0.08, 0.61], [-0.78, -0.22, -1.18], [2.05, 1.22, -0.17], [1.79, 0.99, -0.40], [-1.33, 1.88, 4.15], [-1.09, 0.86, 0.75], [0.16, 0.22, 0.54], [-0.31, -0.18, -0.67], [0.12, -0.01, 0.47], [-0.02, -0.37, 0.05]], "s_squared": 2.01, "e_lumo_ev": [-0.36, -3.04], "relative_energy_kj_mol": 523.4, "multiplicity": 3, "energy_ha": -2097.7250, "e_homo_ev": [-7.2, -9.0]}